Record 1
{"formula": "C3H10NS2", "method": "wB97M-V/def2-TZVPD", "species": ["C", "C", "S", "N", "H", "H", "H", "H", "H", "H", "H", "C", "S", "H", "H", "H"], "positions_angstrom": [[0.216, -0.129, 0.709], [1.587, 0.089, 1.341], [2.827, 0.092, -0.010], [-0.737, -0.593, 1.718], [-0.124, 0.794, 0.235], [0.219, -0.847, -0.113], [1.657, 1.015, 1.915], [1.777, -0.732, 2.023], [3.902, 0.305, 0.752], [-1.292, 0.181, 2.062], [-1.427, -1.126, 1.203], [-1.682, 0.029, -2.259], [-2.581, 0.205, -0.684], [-0.765, 0.634, -2.250], [-1.485, -1.014, -2.526], [-2.265, 0.456, -3.081]], "mulliken_charge": [-0.63, -0.46, -0.27, -0.78, 0.31, 0.39, 0.31, 0.36, 0.08, 0.28, 0.27, -0.78, -0.70, 0.17, 0.18, 0.26], "gap_ev": 5.4, "de_lowest_kj_mol": 59.7, "energy_ha": -971.44037, "total_charge": -1, "e_homo_ev": -2.388}



Record 2
{"formula": "C7H17Cl2N2OP", "method": "wB97M-V/def2-TZVPD", "species": ["C", "C", "C", "C", "C", "C", "C", "N", "N", "O", "P", "Cl", "Cl", "H", "H", "H", "H", "H", "H", "H", "H", "H", "H", "H", "H", "H", "H", "H", "H", "H"], "positions_angstrom": [[0.336, 2.865, -0.281], [-2.132, 3.301, 0.118], [1.070, -3.529, 0.298], [2.073, -1.462, -0.526], [-1.075, 2.410, -0.402], [0.753, -2.191, -0.474], [-2.738, -1.278, -0.314], [-1.302, 1.129, 0.363], [-0.210, -1.536, 0.389], [-0.983, -0.348, -1.777], [-1.187, -0.418, -0.352], [-3.952, -0.006, -0.711], [-3.158, -2.164, 1.139], [0.515, 2.790, 0.754], [1.051, 2.339, -0.794], [0.356, 3.882, -0.522], [-1.631, 3.709, 1.038], [-3.037, 2.724, 0.137], [-2.282, 4.121, -0.482], [1.623, -3.327, 1.192], [0.137, -3.956, 0.503], [1.549, -4.372, -0.347], [1.987, -0.725, -1.234], [2.901, -2.089, -0.880], [2.389, -1.017, 0.457], [-1.134, 2.178, -1.441], [0.369, -2.181, -1.424], [-2.826, -1.888, -1.165], [-1.200, 1.207, 1.391], [-0.046, -1.689, 1.359]], "mulliken_charge": [-1.66, -1.33, -1.43, -1.49, 0.48, 0.20, -0.10, -0.26, -0.16, -0.76, 0.41, -0.18, -0.16, 0.39, 0.37, 0.46, 0.33, 0.32, 0.43, 0.39, 0.47, 0.32, 0.44, 0.41, 0.28, 0.36, 0.54, 0.36, 0.32, 0.26], "gap_ev": 10.1, "energy_ha": -1723.41134, "total_charge": 0, "e_homo_ev": -9.349}



Record 3
{"formula": "C25H41F5N5O2P2Sn", "method": "wB97M-V/def2-TZVPD", "species": ["Sn", "C", "C", "N", "O", "C", "C", "N", "O", "H", "H", "H", "H", "H", "H", "H", "F", "C", "C", "C", "F", "C", "F", "C", "F", "C", "F", "C", "N", "C", "N", "C", "N", "C", "P", "C", "C", "H", "H", "H", "H", "H", "H", "H", "H", "H", "H", "H", "H", "H", "C", "C", "C", "P", "C", "C", "C", "C", "C", "C", "H", "H", "H", "H", "H", "H", "H", "H", "H", "H", "H", "H", "H", "H", "H", "H", "H", "H", "H", "H", "H"], "positions_angstrom": [[-0.143, -0.503, 0.530], [2.420, -1.340, 4.373], [1.781, -0.837, 3.124], [1.334, -1.529, 2.148], [1.366, -2.890, 2.151], [1.600, 0.646, 2.918], [2.279, 1.641, 3.788], [0.818, 0.909, 1.947], [0.546, 2.149, 1.555], [2.201, -2.384, 4.592], [2.080, -0.758, 5.228], [3.505, -1.229, 4.306], [1.725, -3.207, 2.995], [3.348, 1.425, 3.841], [1.885, 1.580, 4.805], [2.132, 2.649, 3.416], [-1.819, 0.179, 3.114], [-2.246, -1.014, 2.648], [-1.656, -1.553, 1.515], [-2.097, -2.803, 1.113], [-1.547, -3.382, 0.032], [-3.080, -3.499, 1.789], [-3.470, -4.690, 1.384], [-3.650, -2.924, 2.920], [-4.575, -3.569, 3.582], [-3.230, -1.673, 3.359], [-3.755, -1.140, 4.445], [-2.340, 4.819, 0.623], [-1.258, 4.760, -0.481], [-1.941, 4.340, -1.801], [-2.622, 3.114, -1.616], [-3.638, 3.234, -0.575], [-3.033, 3.587, 0.713], [-2.259, 2.493, 1.294], [-0.795, 2.086, 0.235], [-0.152, 3.816, -0.110], [-1.725, 1.982, -1.378], [-3.010, 5.626, 0.326], [-1.831, 5.077, 1.550], [-0.858, 5.696, -0.587], [-1.156, 4.273, -2.554], [-2.632, 5.144, -2.054], [-4.167, 2.289, -0.473], [-4.355, 4.003, -0.862], [-2.905, 1.623, 1.399], [-1.908, 2.765, 2.289], [0.561, 3.794, -0.936], [0.354, 4.222, 0.763], [-2.312, 1.057, -1.355], [-1.016, 1.912, -2.208], [2.660, 0.791, -1.252], [1.651, 0.118, -2.193], [2.173, 0.076, -3.634], [1.103, -1.475, -1.466], [-0.122, -2.343, -2.502], [-1.315, -1.429, -2.791], [0.442, -2.964, -3.791], [2.475, -2.573, -0.967], [3.588, -2.677, -2.022], [1.914, -3.960, -0.614], [2.903, 1.784, -1.633], [3.594, 0.234, -1.201], [2.292, 0.914, -0.229], [0.729, 0.708, -2.195], [3.082, -0.515, -3.726], [2.413, 1.094, -3.943], [1.435, -0.308, -4.332], [-0.455, -3.160, -1.862], [-1.051, -0.623, -3.478], [-1.748, -0.985, -1.886], [-2.111, -2.011, -3.255], [0.760, -2.217, -4.513], [-0.354, -3.548, -4.253], [1.271, -3.642, -3.605], [2.885, -2.110, -0.065], [3.209, -2.975, -2.998], [4.283, -3.451, -1.695], [4.155, -1.755, -2.134], [1.631, -4.505, -1.514], [1.055, -3.925, 0.056], [2.698, -4.534, -0.122]], "mulliken_charge": [0.74, -1.77, 0.49, 0.44, -0.30, 0.48, -1.82, 0.02, -0.40, 0.63, 0.36, 0.37, 0.30, 0.41, 0.40, 0.39, -0.44, -0.05, 0.07, -0.17, -0.34, 0.10, -0.24, 0.75, -0.24, 0.14, -0.24, -0.66, 0.11, -0.80, 0.19, -0.90, 0.27, -1.55, 2.40, -1.49, -1.28, 0.39, 0.38, 0.36, 0.38, 0.36, 0.34, 0.33, 0.33, 0.42, 0.33, 0.50, 0.66, 0.33, -1.29, 2.04, -1.44, 0.72, 0.83, -1.39, -1.37, 0.93, -1.42, -1.67, 0.48, 0.34, 0.19, -1.44, 0.26, 0.46, 0.41, 0.20, 0.28, 0.16, 0.60, 0.26, 0.45, 0.37, 0.35, 0.28, 0.49, 0.33, 0.37, 0.23, 0.53], "gap_ev": 8.0, "de_lowest_kj_mol": 23.8, "energy_ha": -2796.74637, "total_charge": 3, "e_homo_ev": -16.925}



no.,LUMO (eV)
1,3.01
2,0.70
3,-8.93